<i>
C54H114N6O6 | wB97M-V/def2-TZVPD

Geometry (Å):
C  -2.19  -6.91  -2.14
C  -1.02  -6.89  -1.16
C  0.14  -7.74  -1.69
C  -0.59  -5.42  -1.14
C  0.54  -5.18  -0.16
C  -0.03  -5.40  1.23
C  -0.71  -6.79  1.42
C  0.37  -7.83  1.71
C  -1.67  -6.69  2.60
N  -1.49  -7.13  0.20
O  -2.14  -8.39  0.35
H  -3.09  -6.37  -1.82
H  -1.97  -6.49  -3.12
H  -2.56  -7.94  -2.25
H  -0.07  -8.80  -1.80
H  0.57  -7.28  -2.58
H  1.01  -7.72  -1.02
H  -0.35  -5.08  -2.15
H  -1.50  -4.88  -0.89
H  1.42  -5.81  -0.27
H  0.93  -4.18  -0.36
H  -0.81  -4.68  1.51
H  0.69  -5.25  2.03
H  0.09  -8.86  1.48
H  0.52  -7.84  2.80
H  1.32  -7.51  1.28
H  -1.29  -6.02  3.36
H  -1.89  -7.68  3.01
H  -2.65  -6.33  2.29
H  -2.99  -8.23  -0.07
C  5.19  -12.19  -8.07
C  6.29  -11.81  -7.03
C  7.22  -12.98  -6.68
C  7.22  -10.75  -7.69
C  6.59  -9.36  -7.81
C  5.99  -8.91  -6.50
C  5.08  -9.92  -5.77
C  4.90  -9.51  -4.31
C  3.71  -9.94  -6.50
N  5.79  -11.20  -5.82
O  5.09  -12.16  -5.01
H  4.95  -11.33  -8.69
H  5.38  -13.07  -8.68
H  4.26  -12.35  -7.52
H  6.60  -13.81  -6.33
H  7.79  -13.34  -7.54
H  7.83  -12.90  -5.78
H  8.08  -10.64  -7.03
H  7.48  -11.17  -8.66
H  7.36  -8.64  -8.07
H  5.81  -9.35  -8.58
H  5.50  -7.93  -6.62
H  6.82  -8.57  -5.86
H  5.87  -9.35  -3.86
H  4.20  -10.15  -3.79
H  4.38  -8.54  -4.36
H  3.13  -10.78  -6.12
H  3.71  -9.84  -7.59
H  3.11  -9.04  -6.34
H  5.77  -12.38  -4.36
C  -8.91  -6.36  -6.54
C  -9.71  -7.57  -7.00
C  -10.33  -8.26  -5.77
C  -10.97  -7.12  -7.80
C  -10.63  -6.69  -9.26
C  -9.88  -7.83  -9.96
C  -8.63  -8.30  -9.25
C  -8.13  -9.62  -9.91
C  -7.51  -7.23  -9.37
N  -8.98  -8.51  -7.83
O  -8.00  -9.17  -7.04
H  -8.66  -5.74  -7.39
H  -9.59  -5.78  -5.91
H  -8.04  -6.63  -5.95
H  -10.98  -7.50  -5.33
H  -10.86  -9.19  -6.02
H  -9.64  -8.62  -5.00
H  -11.68  -7.94  -7.79
H  -11.24  -6.16  -7.35
H  -11.60  -6.48  -9.72
H  -10.07  -5.75  -9.27
H  -9.62  -7.68  -11.01
H  -10.65  -8.61  -9.89
H  -7.70  -10.22  -9.10
H  -7.34  -9.44  -10.64
H  -8.99  -10.14  -10.33
H  -6.79  -7.42  -8.57
H  -7.91  -6.24  -9.17
H  -6.91  -7.29  -10.27
H  -8.39  -10.01  -6.77
C  -10.37  -14.89  -7.47
C  -9.49  -13.71  -7.93
C  -10.11  -12.38  -7.51
C  -8.18  -13.86  -7.12
C  -7.16  -14.83  -7.70
C  -6.83  -14.37  -9.12
C  -8.12  -14.46  -9.97
C  -7.80  -13.79  -11.33
C  -8.46  -15.93  -10.23
N  -9.22  -13.71  -9.36
O  -10.33  -13.48  -10.17
H  -11.29  -14.97  -8.06
H  -10.03  -15.93  -7.58
H  -10.65  -14.71  -6.43
H  -9.91  -12.10  -6.47
H  -9.64  -11.57  -8.09
H  -11.15  -12.16  -7.79
H  -7.69  -12.88  -7.22
H  -8.44  -13.99  -6.07
H  -6.23  -14.82  -7.13
H  -7.56  -15.84  -7.66
H  -6.19  -15.16  -9.49
H  -6.35  -13.40  -9.21
H  -8.71  -13.82  -11.93
H  -6.97  -14.23  -11.88
H  -7.58  -12.72  -11.25
H  -9.24  -16.09  -10.98
H  -8.72  -16.48  -9.32
H  -7.56  -16.51  -10.47
H  -10.34  -12.52  -10.30
C  -4.25  -8.35  -7.78
C  -3.69  -9.69  -7.29
C  -4.77  -10.76  -7.15
C  -2.68  -10.23  -8.35
C  -1.31  -9.52  -8.35
C  -0.72  -9.69  -6.99
C  -1.52  -9.03  -5.89
C  -1.07  -9.52  -4.50
C  -1.34  -7.50  -5.87
N  -2.94  -9.40  -6.06
O  -3.76  -9.19  -4.92
H  -5.03  -7.93  -7.14
H  -3.51  -7.55  -7.80
H  -4.67  -8.49  -8.78
H  -5.61  -10.30  -6.62
H  -5.13  -11.12  -8.11
H  -4.47  -11.59  -6.51
H  -2.57  -11.31  -8.20
H  -3.13  -10.24  -9.34
H  -0.76  -9.94  -9.21
H  -1.50  -8.51  -8.72
H  0.25  -9.16  -7.08
H  -0.42  -10.72  -6.80
H  0.00  -9.45  -4.34
H  -1.42  -10.55  -4.36
H  -1.56  -8.97  -3.71
H  -1.23  -7.09  -6.87
H  -0.54  -7.20  -5.20
H  -2.28  -7.04  -5.52
H  -4.00  -8.25  -5.04
C  -0.01  -4.01  -8.62
C  1.25  -4.22  -7.75
C  1.57  -5.76  -7.85
C  2.36  -3.41  -8.42
C  3.58  -3.13  -7.55
C  3.21  -2.44  -6.23
C  2.09  -3.27  -5.51
C  2.88  -4.40  -4.79
C  1.41  -2.38  -4.43
N  1.01  -3.77  -6.38
O  0.21  -4.69  -5.68
H  -0.14  -2.94  -8.73
H  0.08  -4.61  -9.52
H  -0.85  -4.42  -8.06
H  0.64  -6.29  -7.62
H  1.59  -6.05  -8.91
H  2.38  -6.10  -7.23
H  2.86  -4.02  -9.18
H  2.04  -2.46  -8.85
H  4.21  -4.01  -7.42
H  4.28  -2.47  -8.08
H  2.91  -1.41  -6.43
H  4.01  -2.41  -5.50
H  3.69  -4.09  -4.13
H  3.15  -5.06  -5.61
H  2.14  -4.94  -4.20
H  2.10  -1.56  -4.22
H  1.24  -2.89  -3.48
H  0.49  -1.94  -4.82
H  -0.58  -4.20  -5.42

- E_HOMO (eV) = -7.70
- structure (SMILES) = CC1(C)CCCC(C)(C)N1O.CC1(C)CCCC(C)(C)N1O.CC1(C)CCCC(C)(C)N1O.CC1(C)CCCC(C)(C)N1O.CC1(C)CCCC(C)(C)N1O.CC1(C)CCCC(C)(C)N1O
- multiplicity = 1
- orbital gap (eV) = 8.14

Here are the Mulliken charges for atoms 1 to 8, given in e: -2.446 2.575 -1.595 -1.645 -0.455 -1.636 1.706 -1.771

<ii>
C54H114N6O6 | wB97M-V/def2-TZVPD

Geometry (Å):
C  5.95  4.26  0.36
C  6.17  3.93  1.94
C  6.85  2.74  1.99
C  7.09  5.05  2.49
C  7.24  5.15  4.05
C  5.91  4.82  4.79
C  4.92  3.80  4.14
C  5.30  2.41  4.48
C  3.55  4.20  4.73
N  4.89  4.12  2.69
O  3.77  3.68  2.09
H  5.32  5.11  0.10
H  6.89  4.64  -0.02
H  5.53  3.42  -0.20
H  7.56  2.69  2.81
H  6.10  1.95  1.94
H  7.42  2.49  1.09
H  8.10  5.16  2.10
H  6.54  5.93  2.18
H  8.13  4.62  4.37
H  7.49  6.14  4.41
H  5.42  5.76  5.04
H  6.27  4.46  5.76
H  6.35  2.17  4.33
H  4.84  1.62  3.89
H  5.27  2.14  5.53
H  3.87  4.19  5.77
H  2.65  3.59  4.60
H  3.33  5.19  4.35
H  3.58  4.58  1.80
C  4.09  1.88  -1.94
C  2.93  1.02  -2.21
C  2.68  0.98  -3.80
C  3.38  -0.46  -1.83
C  2.18  -1.46  -1.76
C  1.04  -0.86  -0.88
C  0.49  0.57  -1.25
C  -0.36  0.48  -2.60
C  -0.47  1.06  -0.07
N  1.72  1.44  -1.36
O  1.32  2.69  -1.55
H  4.47  1.81  -0.92
H  4.97  1.55  -2.49
H  3.84  2.94  -2.04
H  2.33  1.93  -4.21
H  3.59  0.70  -4.32
H  1.84  0.33  -4.05
H  3.99  -1.05  -2.51
H  3.82  -0.41  -0.83
H  1.65  -1.75  -2.67
H  2.52  -2.43  -1.41
H  1.30  -0.92  0.17
H  0.14  -1.47  -0.90
H  -0.24  -0.46  -3.13
H  -0.19  1.35  -3.24
H  -1.40  0.56  -2.29
H  -0.99  1.97  -0.38
H  0.24  1.29  0.72
H  -1.02  0.20  0.31
H  1.45  3.05  -0.68
C  -4.58  3.63  -5.56
C  -3.57  2.50  -5.09
C  -4.03  2.10  -3.62
C  -3.68  1.24  -6.01
C  -3.19  1.58  -7.41
C  -1.68  1.87  -7.22
C  -1.33  3.04  -6.30
C  0.19  2.73  -5.93
C  -1.41  4.39  -7.00
N  -2.15  2.88  -5.05
O  -1.86  3.96  -4.19
H  -4.40  3.98  -6.58
H  -5.63  3.33  -5.57
H  -4.36  4.53  -4.99
H  -3.25  2.10  -2.86
H  -4.74  2.78  -3.15
H  -4.54  1.15  -3.47
H  -3.14  0.40  -5.57
H  -4.69  0.85  -6.16
H  -3.34  0.77  -8.12
H  -3.88  2.31  -7.84
H  -1.40  2.16  -8.23
H  -1.11  0.97  -7.03
H  0.52  3.29  -5.06
H  1.00  3.03  -6.60
H  0.34  1.66  -5.76
H  -2.44  4.63  -7.26
H  -0.79  4.45  -7.90
H  -0.86  5.19  -6.50
H  -1.24  3.58  -3.56
C  -2.72  -5.93  4.63
C  -1.45  -5.04  4.39
C  -0.48  -5.51  5.43
C  -1.07  -5.43  2.97
C  -1.82  -4.75  1.88
C  -1.69  -3.28  2.14
C  -2.32  -2.68  3.44
C  -1.80  -1.17  3.40
C  -3.84  -2.75  3.44
N  -1.72  -3.59  4.58
O  -2.19  -3.30  5.83
H  -2.62  -6.98  4.37
H  -3.01  -5.86  5.68
H  -3.70  -5.69  4.21
H  0.36  -4.81  5.49
H  -0.86  -5.39  6.44
H  -0.14  -6.54  5.34
H  0.01  -5.43  2.84
H  -1.36  -6.43  2.65
H  -1.40  -4.94  0.89
H  -2.83  -5.11  1.70
H  -2.15  -2.92  1.21
H  -0.67  -2.92  2.01
H  -2.02  -0.68  4.35
H  -2.22  -0.60  2.57
H  -0.75  -1.26  3.16
H  -4.14  -2.50  2.42
H  -4.25  -2.02  4.14
H  -4.23  -3.75  3.65
H  -1.42  -2.95  6.28
C  2.55  -5.70  -1.67
C  2.46  -7.01  -2.51
C  2.59  -6.83  -3.98
C  3.73  -7.91  -2.16
C  3.54  -8.59  -0.78
C  2.18  -9.34  -0.79
C  0.99  -8.57  -1.10
C  -0.15  -9.64  -1.52
C  0.45  -7.91  0.18
N  1.18  -7.76  -2.25
O  0.05  -7.01  -2.61
H  2.91  -5.83  -0.65
H  3.25  -5.10  -2.25
H  1.58  -5.20  -1.58
H  3.60  -6.45  -4.12
H  2.46  -7.70  -4.63
H  1.84  -6.16  -4.39
H  3.86  -8.72  -2.88
H  4.54  -7.22  -1.97
H  4.40  -9.12  -0.37
H  3.47  -7.76  -0.08
H  2.16  -9.72  0.23
H  2.31  -10.26  -1.37
H  -0.07  -10.58  -0.97
H  -0.22  -9.86  -2.59
H  -1.11  -9.22  -1.22
H  -0.02  -8.61  0.86
H  -0.20  -7.06  -0.02
H  1.18  -7.29  0.70
H  0.25  -6.86  -3.54
C  -4.34  2.34  1.13
C  -4.75  3.38  2.12
C  -5.99  2.78  2.82
C  -3.62  3.39  3.13
C  -3.69  4.50  4.09
C  -3.86  5.79  3.35
C  -4.98  5.91  2.33
C  -6.36  6.18  3.01
C  -4.62  7.15  1.56
N  -4.90  4.66  1.50
O  -5.84  4.60  0.45
H  -4.06  1.37  1.55
H  -5.21  2.12  0.52
H  -3.54  2.70  0.48
H  -5.96  1.77  3.23
H  -6.18  3.43  3.68
H  -6.76  2.83  2.06
H  -3.53  2.49  3.73
H  -2.69  3.40  2.56
H  -4.50  4.31  4.79
H  -2.84  4.49  4.77
H  -2.88  6.01  2.92
H  -3.90  6.60  4.08
H  -6.46  5.55  3.90
H  -7.24  5.82  2.47
H  -6.49  7.21  3.32
H  -5.52  7.23  0.95
H  -3.72  7.15  0.93
H  -4.50  8.02  2.19
H  -6.65  4.41  0.93

- E_HOMO (eV) = -7.88
- structure (SMILES) = CC1(C)CCCC(C)(C)N1O.CC1(C)CCCC(C)(C)N1O.CC1(C)CCCC(C)(C)N1O.CC1(C)CCCC(C)(C)N1O.CC1(C)CCCC(C)(C)N1O.CC1(C)CCCC(C)(C)N1O
- multiplicity = 1
- orbital gap (eV) = 8.28

Here are the Mulliken charges for atoms 1 to 8, given in e: -1.560 1.856 -2.044 -1.266 -0.882 -1.018 1.442 -1.750

Which is the most stable structure? <i> is the most stable.

<i>
CH2FNOS | wB97M-V/def2-TZVPD

Geometry (Å):
O  -1.14  1.95  -0.19
C  -0.16  1.38  -0.02
N  0.90  0.92  0.18
S  2.36  0.33  -0.30
H  2.43  -0.77  0.41
F  -2.15  -0.39  -0.59
H  -2.70  0.23  -0.93

- E_HOMO (eV) = -9.20
- structure (SMILES) = O=C=NS.F
- multiplicity = 1
- orbital gap (eV) = 9.84

Atomic charges from the Mulliken analysis, expressed in e, are listed below: -0.454 0.581 -0.192 -0.067 0.140 -0.394 0.386

<ii>
CH2FNOS | wB97M-V/def2-TZVPD

Geometry (Å):
C  -0.06  0.35  0.40
N  0.17  -1.20  -1.03
O  0.83  2.01  1.77
F  -0.63  -0.83  -2.04
S  1.29  0.87  0.98
H  -1.07  0.67  0.42
H  -0.53  -1.88  -0.49

- E_HOMO (spin up / spin down) (eV) = -10.06 / -10.07
- multiplicity = 1
- orbital gap (spin up / spin down) (eV) = 9.43 / 9.44

Atomic charges from the Mulliken analysis, expressed in e, are listed below: -0.056 -0.254 -0.493 -0.126 0.292 0.371 0.267

Which is the most stable structure? <i> is the most stable.

<i>
C8H16N2 | wB97M-V/def2-TZVPD

Geometry (Å):
C  -0.44  -1.83  0.16
C  0.22  -0.85  -0.37
C  0.36  -0.83  -1.88
C  0.79  0.32  0.44
C  0.73  1.62  -0.45
C  2.31  0.02  0.76
C  0.05  0.58  1.77
H  -0.79  -2.62  -0.51
H  -0.89  -1.72  1.13
H  -0.31  -1.58  -2.26
H  1.36  -1.02  -2.25
H  -0.09  0.05  -2.19
H  0.87  2.47  0.22
H  -0.13  1.77  -1.07
H  1.61  1.46  -1.00
H  2.99  0.96  0.85
H  2.35  -0.55  1.57
H  2.66  -0.54  -0.07
H  0.64  1.28  2.32
H  -0.83  1.19  1.56
H  -0.12  -0.43  2.17
N  -3.02  -0.33  0.97
C  -2.59  0.06  -0.10
N  -1.98  0.55  -1.05
H  -3.48  -1.13  1.14
H  -2.27  1.11  -1.84

- E_HOMO (eV) = -9.06
- structure (SMILES) = C=C(C)C(C)(C)C.N=C=N
- multiplicity = 1
- orbital gap (eV) = 9.83

Here are the Mulliken charges for atoms 1 to 8, given in e: -1.231 0.281 -1.665 2.556 -1.868 -1.929 -1.862 0.348

<ii>
C8H16N2 | wB97M-V/def2-TZVPD

Geometry (Å):
C  0.07  0.89  -1.19
C  -1.41  0.44  -1.06
C  1.59  -0.32  0.35
C  0.36  2.19  -0.45
C  -1.61  -0.99  -1.59
C  2.51  -1.47  0.54
N  1.01  -0.18  -0.79
N  -1.92  0.66  0.28
C  0.16  -0.07  2.66
C  -0.49  -0.48  3.60
H  1.18  -0.87  -1.53
H  0.26  1.04  -2.26
H  -1.96  1.12  -1.73
H  1.00  0.08  1.45
H  -1.35  0.24  1.01
H  -2.86  0.32  0.38
H  0.21  2.08  0.62
H  -0.32  2.96  -0.80
H  1.39  2.51  -0.64
H  -2.68  -1.22  -1.63
H  -1.14  -1.72  -0.93
H  -1.21  -1.11  -2.61
H  3.51  -1.08  0.76
H  2.19  -2.03  1.42
H  2.58  -2.15  -0.32
H  -1.07  -0.82  4.43

- E_HOMO (eV) = -8.56
- multiplicity = 1
- orbital gap (eV) = 9.06

Here are the Mulliken charges for atoms 1 to 8, given in e: -0.230 0.310 0.309 -1.436 -1.535 -1.139 -0.023 -0.480

Which is the most stable structure? <i> is the most stable.

<i>
CN2O2S2 | wB97M-V/def2-TZVPD

Geometry (Å):
C  -0.28  -0.39  1.47
N  -0.89  -0.80  0.54
N  0.16  0.48  -1.33
O  0.29  0.58  -2.49
O  0.36  1.24  -0.43
S  0.34  0.03  2.83
S  0.01  -1.14  -0.59

- E_HOMO (eV) = -9.47
- multiplicity = 1
- orbital gap (eV) = 9.14

Atomic charges from the Mulliken analysis, expressed in e, are listed below: 0.502 -0.135 1.006 -0.559 -0.548 -0.248 -0.018

<ii>
CN2O2S2 | wB97M-V/def2-TZVPD

Geometry (Å):
C  -1.24  0.57  -1.52
N  -0.68  0.03  -0.61
N  1.04  -0.46  1.11
O  1.31  0.66  0.88
O  1.58  -1.43  0.78
S  -1.61  1.40  -2.86
S  -0.40  -0.77  2.21

- E_HOMO (spin up / spin down) (eV) = -10.05 / -10.22
- multiplicity = 1
- orbital gap (spin up / spin down) (eV) = 7.29 / 6.52

Atomic charges from the Mulliken analysis, expressed in e, are listed below: 0.362 -0.260 0.900 -0.469 -0.504 -0.097 0.068

Which is the most stable structure? <i> is the most stable.

<i>
C6H9N3S | wB97M-V/def2-TZVPD

Geometry (Å):
C  3.22  0.35  0.09
C  2.69  -0.82  0.67
C  2.31  1.26  -0.58
C  1.26  -1.08  0.57
C  1.02  0.89  -0.83
C  0.59  -0.18  -0.17
N  -2.79  0.16  -1.36
N  -3.46  0.76  1.15
N  -2.66  -1.50  0.49
S  -2.41  0.16  0.13
H  4.24  0.64  0.09
H  3.26  -1.48  1.24
H  2.75  2.14  -0.88
H  0.87  -1.83  1.14
H  0.45  1.48  -1.53
H  -2.40  0.95  -1.94
H  -3.26  1.74  1.35
H  -2.09  -1.92  -0.13
H  -3.61  -1.71  0.50

- E_HOMO (spin up / spin down) (eV) = -8.64 / -8.97
- multiplicity = 1
- orbital gap (spin up / spin down) (eV) = 6.81 / 8.55

Here are the Mulliken charges for atoms 1 to 8, given in e: -0.490 -0.355 -0.365 -0.672 -0.462 0.378 -0.462 -0.576

<ii>
C6H9N3S | wB97M-V/def2-TZVPD

Geometry (Å):
C  3.55  -0.31  -0.63
C  2.30  -0.34  -1.19
C  2.11  0.06  0.92
C  -0.68  -0.89  0.03
C  -1.24  1.40  -0.25
C  -2.98  -0.35  0.53
N  3.43  -0.10  0.71
N  1.39  0.01  -0.18
N  -1.58  0.00  0.15
S  -0.55  -2.49  0.25
H  4.63  -0.38  -0.86
H  1.90  -0.56  -2.24
H  1.60  0.10  1.94
H  -0.27  1.58  -0.31
H  -1.66  1.56  -1.23
H  -1.70  1.99  0.49
H  -3.61  -0.26  -0.35
H  -3.27  -1.44  0.90
H  -3.36  0.42  1.33

- E_HOMO (eV) = -7.76
- multiplicity = 1
- orbital gap (eV) = 6.55

Here are the Mulliken charges for atoms 1 to 8, given in e: -0.194 -0.595 -0.095 0.567 -0.964 -0.798 -0.673 -0.059

Which is the most stable structure? <ii> is the most stable.